Density functional theory data (the ωB97M-V functional and the def2-TZVPD basis) for a structure of composition C18H34BrCrN2OS.

The value obtained for the gap between HOMO and LUMO (alpha / beta) is 7.897 / 7.855 eV. The HOMO energy (alpha / beta) comes out at -10.3 / -10.5 eV. As for the spin multiplicity: 5. As for the total charge: +1. The molar mass comes out at 458.45 g/mol.

Each line ends with the Löwdin spin population.
Atoms and positions in Å:
Br  2.04086  -0.98796  -1.46977  0.02
Cr  0.15645  -0.39490  0.09001  3.77
S  1.35042  -0.69063  2.18454  0.03
O  -0.76943  -0.06783  -1.54024  0.05
N  -1.18715  -2.34424  0.61124  0.04
N  -1.55897  0.45509  1.05560  0.01
C  3.06937  -1.15247  1.88526  0.01
C  -0.38018  -0.38696  -2.77666  0.01
C  1.41336  -1.24043  -4.25469  0.00
C  -2.66245  0.24654  -3.76882  0.00
C  1.59691  0.87553  3.04955  0.01
C  0.96138  -0.27155  -7.67286  0.00
C  -3.45718  -0.65410  -2.80982  0.00
C  2.47666  -2.03255  -6.78723  0.00
C  1.04035  -1.51211  -6.77028  0.00
C  -2.48035  -1.82366  1.10698  0.00
C  -2.27409  -0.54163  1.89765  0.01
C  0.58652  -1.14075  -5.35688  0.00
C  -1.22497  -0.27744  -3.90843  0.00
C  0.90073  -0.86530  -3.02776  0.01
C  -2.65234  1.69487  -3.25431  0.00
C  -3.40230  0.24954  -5.11062  0.00
C  -0.71285  -0.66416  -5.13858  0.00
C  0.12322  -2.60925  -7.33170  0.00
H  -2.90797  0.88857  -5.84725  0.00
H  -1.66375  -0.74558  2.77766  0.00
H  2.59334  -2.92034  -6.15872  0.00
H  3.07097  -2.10130  1.35150  0.00
H  -3.50869  -1.67471  -3.19910  0.00
H  2.14698  0.67797  3.96670  0.00
H  -1.42304  1.31749  1.57134  0.01
H  -2.99010  -0.68144  -1.82436  0.00
H  3.57155  -0.38878  1.29235  0.00
H  -3.11325  -1.61463  0.24427  0.00
H  -0.91114  -2.26905  -7.41153  0.00
H  -0.05771  0.11718  -7.73338  0.00
H  2.13946  1.57762  2.41913  0.00
H  -3.01049  -2.54157  1.73246  0.00
H  2.74785  -2.31314  -7.80697  0.00
H  -0.73136  -2.90284  1.32433  0.00
H  -4.47921  -0.27854  -2.70611  0.00
H  -4.41086  0.64124  -4.95872  0.00
H  -3.23544  -0.16169  2.24061  0.00
H  3.18683  -1.26966  -6.45459  0.00
H  -3.67867  2.05518  -3.13470  0.00
H  0.45602  -2.90137  -8.33134  0.00
H  -2.14796  2.34719  -3.97192  0.00
H  -1.33393  -2.94926  -0.18849  0.00
H  -1.35991  -0.58021  -6.00030  0.00
H  -2.13779  1.77962  -2.29940  0.00
H  0.61768  1.27918  3.30294  0.00
H  1.60699  0.52433  -7.29383  0.00
H  -2.13966  0.70122  0.25481  0.00
H  0.14207  -3.49468  -6.69158  0.00
H  2.43381  -1.59468  -4.33438  0.00
H  1.28480  -0.52312  -8.68642  0.00
H  3.56371  -1.27640  2.84592  0.00
H  -3.49685  -0.75748  -5.52497  0.00

=====

Density functional theory data (the ωB97M-V functional and the def2-TZVPD basis) for a structure of composition C18H28CuN4NbO3S2 at a distorted geometry.

The value obtained for the gap between HOMO and LUMO is 7.443 eV. The HOMO energy comes out at -15.4 eV. As for the total charge: +2. The molar mass comes out at 569.03 g/mol.

Each line ends with the Mulliken charge.
Atoms and positions in Å:
Nb  -0.03440  -0.02190  -0.62073  0.24
Cu  -0.17183  1.26007  -3.48479  0.09
S  -2.03569  -0.69135  0.91222  -0.27
S  1.43423  0.85518  2.53764  0.91
O  4.13066  -1.20989  -0.01858  -0.43
O  1.52055  2.28767  2.35545  -0.61
O  2.60502  0.02790  2.37221  -0.59
N  1.93299  -0.40814  -0.54498  -0.72
N  -0.51782  -1.63869  -1.70825  0.31
N  0.23396  0.30185  1.45093  0.42
N  -0.29826  1.78423  -1.64463  0.62
C  0.86185  0.29990  5.21947  -0.76
C  -0.90553  -0.14967  2.05734  1.03
C  -0.78382  -0.18384  3.48135  0.23
C  0.24350  3.93351  -2.75495  -1.59
C  -1.62930  -3.83739  -1.67793  -1.40
C  -1.79315  1.92318  -1.63072  -0.54
C  0.01520  3.83400  -0.28290  -1.39
C  -1.65625  -0.74665  4.43383  -0.66
C  0.45411  0.33536  3.89303  0.48
C  -1.26056  -0.77399  5.76773  -0.64
C  0.79670  -3.58325  -2.30843  -1.34
C  3.04566  -0.81507  -0.26716  0.86
C  0.06864  -3.28814  0.05153  -1.48
C  -0.32985  -3.07348  -1.40930  0.71
C  0.47212  3.05804  -1.51249  0.89
C  -1.07112  -1.35474  -3.03630  -0.67
C  -0.00991  -0.26398  6.16023  -0.55
C  1.96269  2.75001  -1.35769  -1.48
H  0.98285  -2.73426  0.31194  0.24
H  0.52718  -3.50434  -3.36639  0.37
H  -2.25926  1.11326  -1.03077  0.11
H  2.35379  2.13622  -2.17990  0.37
H  0.54594  3.40989  -3.67843  0.38
H  -2.14160  -1.09574  -2.98308  0.41
H  -2.61384  -1.14677  4.09332  0.46
H  -2.11533  2.88270  -1.20075  0.34
H  -1.89118  -3.83881  -2.74132  0.38
H  -2.45508  -3.40373  -1.10058  0.32
H  2.50776  3.70793  -1.36359  0.56
H  2.17599  2.24670  -0.40336  0.12
H  -0.94821  -2.24480  -3.66633  0.53
H  1.83882  0.70011  5.47997  0.51
H  0.30234  -0.29832  7.20302  0.44
H  -0.80211  4.25098  -2.83823  0.38
H  -1.91388  -1.21138  6.52210  0.42
H  -0.75005  -3.00523  0.72883  0.28
H  0.87390  4.83064  -2.65859  0.48
H  -1.04283  4.11102  -0.35811  0.46
H  -1.49709  -4.88145  -1.36244  0.46
H  0.26958  -4.36162  0.18397  0.59
H  1.00326  -4.63589  -2.07329  0.47
H  -2.21526  1.85194  -2.65290  0.36
H  1.70697  -2.99426  -2.13545  0.28
H  -0.51497  -0.52609  -3.57023  -0.06
H  0.59829  4.76493  -0.22930  0.46
H  0.19366  3.26566  0.63672  0.25

=====

Density functional theory data (the ωB97M-V functional and the def2-TZVPD basis) for a structure of composition C4H8NaO3 at a distorted geometry.

The value obtained for the gap between HOMO and LUMO (alpha / beta) is 5.264 / 7.196 eV. The HOMO energy (alpha / beta) comes out at -10.7 / -11.8 eV. As for the total charge: +1. For the relative energy (zero: lowest compared OMol25 entry of this formula, charge and spin), the calculation gives 1.005 eV. The molar mass comes out at 127.09 g/mol.

Each line ends with the Mulliken charge.
Atoms and positions in Å:
Na  -0.09384  -0.02731  -2.98836  0.57
O  0.77298  0.08077  -0.03729  -0.24
O  -0.90776  1.13561  -1.02864  -0.58
O  -0.52619  1.45275  1.17941  -0.25
C  1.85571  -1.99646  -0.00401  -1.03
C  0.66335  -1.18564  -0.00332  0.28
C  -1.64580  2.36341  1.38169  -0.60
C  -0.33840  0.98852  0.00781  0.79
H  -1.57096  2.66643  2.42590  0.24
H  -0.34512  -1.61499  0.05355  0.45
H  -2.57270  1.81683  1.18527  0.32
H  -1.52950  3.21448  0.70471  0.32
H  2.77731  -1.41393  -0.07592  0.29
H  -0.10903  -2.14110  -2.88469  -0.24
H  1.75692  -2.72453  -0.82856  0.34
H  1.81304  -2.61484  0.91246  0.34

=====

Density functional theory data (the ωB97M-V functional and the def2-TZVPD basis) for a structure of composition CH3O3SSn at a distorted geometry.

The value obtained for the gap between HOMO and LUMO (alpha / beta) is 7.370 / 6.600 eV. The HOMO energy (alpha / beta) comes out at -8.4 / -8.3 eV. As for the spin multiplicity: 2. As for the total charge: 0. The molar mass comes out at 213.81 g/mol.

Each line ends with the Löwdin spin population.
Atoms and positions in Å:
Sn  1.15924  -0.05095  1.00597  0.01
S  3.02995  1.21865  -0.07678  0.69
O  0.33357  1.36391  0.06238  0.00
O  -0.69669  0.15816  0.69159  0.01
O  2.85692  -0.35463  0.15748  0.30
C  -1.50875  -0.45711  -0.27156  0.00
H  -0.89555  -0.85372  -1.09800  0.00
H  -2.23336  0.26264  -0.68523  0.00
H  -2.04534  -1.28695  0.21414  0.00

=====

Density functional theory data (the ωB97M-V functional and the def2-TZVPD basis) for a structure of composition C17H13NOS5Sc.

The value obtained for the gap between HOMO and LUMO is 6.598 eV. The HOMO energy comes out at -4.1 eV. As for the total charge: -1. For the relative energy (zero: lowest compared OMol25 entry of this formula, charge and spin), the calculation gives 0.178 eV. The molar mass comes out at 452.59 g/mol.

Each line ends with the Mulliken charge.
Atoms and positions in Å:
Sc  -0.52558  -0.58273  -0.49034  -0.59
S  2.00986  -0.52010  -0.55916  -0.31
S  -0.18954  -0.25000  1.98976  -0.31
S  -0.89511  -3.31551  -0.15657  -0.45
S  -4.56561  1.74441  -1.18023  -0.31
S  -0.13202  -2.13674  -2.78184  -0.35
O  0.38439  -4.54535  -2.13403  -0.33
N  -0.57369  1.78995  -0.93199  0.09
C  -3.95114  -0.72488  -0.98580  -0.31
C  0.34746  3.98475  -0.86965  -0.92
C  -0.93291  4.52064  -0.90092  -0.27
C  -2.02444  3.67483  -0.94484  -0.79
C  1.55620  -0.01862  2.16547  0.53
C  -0.17292  -3.41900  -1.68373  0.67
C  3.38946  0.47879  3.69520  -0.47
C  0.52284  -5.68862  -1.28821  -0.73
C  0.47489  2.60933  -0.88042  -0.09
C  -1.81957  2.29712  -0.96016  1.07
C  -2.89369  1.30191  -0.99345  0.37
C  4.29481  0.39440  2.64441  -0.49
C  -5.02595  0.09550  -1.13601  -0.39
C  2.47234  -0.11050  1.10092  0.40
C  3.83224  0.10239  1.37107  -0.58
C  2.04163  0.27425  3.44806  -0.64
C  -2.69046  -0.04523  -0.90053  -0.31
H  3.72928  0.70068  4.70052  0.33
H  1.45983  -6.15874  -1.57362  0.23
H  -1.07897  5.59537  -0.88224  0.40
H  -4.04910  -1.80321  -0.93914  0.38
H  1.44209  2.11944  -0.84153  0.40
H  0.54182  -5.40838  -0.24092  0.38
H  -6.06921  -0.17624  -1.22432  0.43
H  -0.30602  -6.37292  -1.47056  0.26
H  5.35325  0.55131  2.81470  0.33
H  1.32264  0.33624  4.25897  0.36
H  -3.03454  4.06641  -0.95648  0.29
H  4.52752  0.02785  0.54293  0.36
H  1.22791  4.61122  -0.82530  0.38

=====

Density functional theory data (the ωB97M-V functional and the def2-TZVPD basis) for a structure of composition C3H4N2O3 at a distorted geometry.

The value obtained for the gap between HOMO and LUMO (alpha / beta) is 7.607 / 7.200 eV. The HOMO energy (alpha / beta) comes out at -9.0 / -8.9 eV. As for the total charge: 0. For the relative energy (zero: lowest compared OMol25 entry of this formula, charge and spin), the calculation gives 8.866 eV. The molar mass comes out at 116.08 g/mol.

Each line ends with the Mulliken charge.
Atoms and positions in Å:
O  1.70332  1.74863  1.75615  -0.50
O  -2.84954  -0.60182  0.06430  -0.57
O  -1.19714  -0.01859  1.51257  -0.55
N  -1.66773  -0.48762  0.38789  0.85
N  1.38731  1.53589  0.65176  0.51
C  0.68059  -0.78148  -0.30433  -0.60
C  1.02142  1.13270  -0.39418  -0.22
C  -0.70502  -0.81614  -0.57331  -0.42
H  0.61355  1.55268  -1.22750  0.44
H  0.95886  -0.96087  0.78989  0.32
H  1.19968  -1.34038  -1.11722  0.30
H  -1.14530  -0.96301  -1.54602  0.45

=====

Q: Look up the total charge of the third one.
A: +1